{
  "formula": "C40H47CrN3O3P",
  "method": "ωB97M-V/def2-TZVPD",
  "total_energy_ha": -3328.341535,
  "homo_energy_ev": [-2.718, -4.172],
  "charge": -1,
  "multiplicity": 5,
  "lumo_ev": [2.601, 2.598],
  "symbols": ["Cr", "C", "O", "C", "C", "C", "C", "C", "C", "N", "N", "C", "C", "O", "C", "C", "C", "C", "C", "C", "C", "C", "H", "H", "H", "H", "H", "H", "H", "H", "H", "H", "H", "H", "H", "C", "C", "C", "P", "C", "C", "C", "C", "C", "C", "C", "C", "C", "C", "N", "C", "C", "C", "C", "C", "C", "C", "C", "C", "H", "H", "H", "H", "H", "H", "H", "H", "H", "H", "H", "H", "H", "H", "H", "H", "H", "H", "H", "H", "H", "H", "H", "H", "H", "H", "H", "H", "H", "H", "H", "C", "O", "H", "H", "H"],
  "coordinates": [[-0.33, -0.18, 0.02], [2.37, -1.58, 1.95], [1.83, -0.33, 1.61], [1.51, 0.52, 2.66], [2.12, 0.46, 3.89], [1.82, 1.39, 4.89], [0.91, 2.41, 4.62], [0.28, 2.46, 3.40], [0.50, 1.49, 2.40], [-0.24, 1.45, 1.26], [-1.18, 2.39, 1.23], [-1.97, 2.63, 0.19], [-1.83, 2.06, -1.12], [-0.98, 1.10, -1.36], [-2.62, 2.55, -2.18], [-3.57, 3.51, -1.99], [-3.81, 4.03, -0.70], [-4.85, 4.96, -0.48], [-5.10, 5.46, 0.77], [-4.31, 5.06, 1.85], [-3.29, 4.16, 1.66], [-3.01, 3.61, 0.40], [1.79, -2.08, 2.73], [3.42, -1.49, 2.28], [2.35, -2.18, 1.04], [2.84, -0.31, 4.11], [2.29, 1.31, 5.86], [0.69, 3.15, 5.37], [-0.45, 3.22, 3.17], [-2.47, 2.10, -3.15], [-4.15, 3.86, -2.83], [-5.46, 5.25, -1.32], [-5.91, 6.17, 0.92], [-4.51, 5.47, 2.83], [-2.67, 3.86, 2.50], [4.08, -0.03, -2.71], [3.02, -0.58, -1.75], [2.75, -2.05, -2.05], [1.32, 0.30, -1.67], [1.86, 2.01, -2.22], [2.53, 2.63, -0.99], [0.76, 2.93, -2.73], [0.47, -0.51, -3.05], [0.82, -0.37, -4.38], [0.25, -1.15, -5.38], [0.73, -1.12, -6.80], [-0.75, -2.05, -5.01], [-1.17, -2.16, -3.70], [-0.55, -1.43, -2.66], [-0.89, -1.58, -1.37], [-1.88, -2.50, -1.02], [-1.57, -3.87, -0.89], [-0.19, -4.35, -1.20], [-2.53, -4.76, -0.45], [-3.82, -4.35, -0.15], [-4.86, -5.30, 0.37], [-4.13, -3.01, -0.32], [-3.19, -2.08, -0.74], [-3.58, -0.64, -0.88], [4.92, -0.72, -2.75], [4.45, 0.94, -2.40], [3.67, 0.04, -3.72], [3.42, -0.51, -0.73], [2.46, -2.16, -3.10], [1.92, -2.40, -1.44], [3.62, -2.67, -1.87], [2.58, 1.88, -3.03], [1.80, 2.73, -0.19], [2.94, 3.62, -1.23], [3.34, 2.00, -0.62], [0.14, 3.26, -1.91], [0.13, 2.42, -3.46], [1.20, 3.81, -3.20], [1.57, 0.36, -4.66], [1.48, -0.34, -6.95], [-0.09, -0.94, -7.50], [1.19, -2.08, -7.06], [-1.21, -2.67, -5.77], [-1.96, -2.85, -3.45], [0.54, -3.74, -0.66], [0.03, -4.26, -2.26], [-0.07, -5.39, -0.90], [-2.26, -5.80, -0.33], [-4.69, -6.32, 0.00], [-5.86, -4.99, 0.07], [-4.82, -5.33, 1.46], [-5.14, -2.67, -0.11], [-4.66, -0.53, -0.92], [-3.15, -0.21, -1.78], [-3.20, -0.07, -0.02], [-1.28, -2.30, 2.10], [-0.83, -1.17, 1.50], [-2.37, -2.42, 1.96], [-1.09, -2.27, 3.19], [-0.80, -3.21, 1.70]],
  "mulliken_spin": [3.15, 0.02, 0.01, 0.07, -0.05, 0.10, -0.05, 0.16, -0.10, 0.06, 0.41, -0.03, 0.23, -0.07, -0.17, 0.23, -0.06, 0.04, -0.05, 0.06, -0.04, 0.01, 0.00, 0.00, -0.01, 0.00, 0.01, 0.00, 0.02, 0.01, 0.01, 0.00, 0.00, 0.00, 0.00, 0.00, -0.03, 0.02, 0.01, 0.01, 0.00, 0.00, 0.01, -0.01, 0.01, 0.00, -0.01, 0.02, 0.01, -0.12, -0.02, 0.00, 0.00, 0.00, 0.00, 0.00, 0.01, -0.05, 0.08, 0.00, 0.00, 0.00, 0.00, 0.00, 0.00, 0.00, 0.00, 0.00, 0.00, 0.00, 0.01, 0.00, 0.00, 0.00, 0.00, 0.00, 0.00, 0.00, 0.00, 0.00, 0.00, 0.00, 0.00, 0.00, 0.00, 0.00, 0.00, 0.00, -0.01, -0.01, 0.00, 0.11, 0.00, 0.00, 0.00]
}

=====

{
  "formula": "C40H47F7NO5S",
  "method": "ωB97M-V/def2-TZVPD",
  "total_energy_ha": -3079.861229,
  "homo_energy_ev": -10.513,
  "charge": 1,
  "lumo_ev": -5.468,
  "symbols": ["C", "C", "O", "C", "O", "N", "C", "C", "C", "C", "O", "S", "O", "O", "C", "F", "F", "C", "F", "F", "C", "F", "F", "F", "H", "H", "H", "H", "H", "H", "H", "H", "H", "H", "H", "H", "H", "H", "H", "H", "H", "C", "C", "C", "C", "C", "C", "H", "H", "H", "H", "H", "H", "C", "C", "C", "C", "C", "C", "H", "H", "H", "H", "H", "H", "C", "C", "C", "C", "C", "C", "H", "H", "H", "H", "H", "H", "C", "C", "C", "C", "C", "C", "H", "H", "H", "H", "H", "H", "C", "C", "C", "C", "C", "C", "H", "H", "H", "H", "H", "H"],
  "coordinates": [[8.43, 3.16, 0.44], [7.38, 4.16, -0.38], [8.04, 4.95, -1.44], [6.15, 3.20, -0.96], [5.49, 2.65, 0.22], [4.46, 1.83, -0.04], [3.28, 2.47, -0.76], [1.84, 2.27, 0.03], [0.62, 1.74, -0.93], [-0.77, 1.56, -0.02], [-0.63, 2.08, 1.36], [4.96, 0.29, -0.78], [5.06, 0.37, -2.34], [3.83, -0.74, -0.43], [6.64, -0.29, -0.09], [6.86, 0.22, 1.32], [7.79, 0.14, -0.97], [6.67, -1.95, 0.06], [6.08, -2.61, -1.15], [5.83, -2.24, 1.28], [8.16, -2.56, 0.37], [9.05, -2.57, -0.82], [7.96, -4.01, 0.74], [8.83, -1.95, 1.57], [7.92, 2.65, 1.38], [9.31, 3.83, 0.89], [8.94, 2.37, -0.27], [6.88, 4.83, 0.47], [8.98, 4.59, -1.59], [5.50, 3.91, -1.63], [6.67, 2.42, -1.66], [4.08, 1.54, 0.90], [3.40, 3.64, -0.91], [3.11, 2.04, -1.86], [1.49, 3.33, 0.45], [1.90, 1.56, 0.95], [0.38, 2.42, -1.85], [0.92, 0.67, -1.33], [-1.68, 2.16, -0.49], [-1.02, 0.40, 0.08], [-0.34, 1.29, 1.94], [0.48, -2.27, -2.07], [-0.51, -2.96, -1.37], [-1.68, -3.34, -2.03], [-1.85, -3.05, -3.38], [-0.85, -2.37, -4.08], [0.31, -1.98, -3.42], [1.39, -1.97, -1.56], [-0.38, -3.19, -0.32], [-2.46, -3.87, -1.48], [-2.76, -3.36, -3.90], [-0.98, -2.15, -5.14], [1.09, -1.44, -3.96], [1.35, -0.94, 5.41], [1.38, -0.49, 6.73], [0.37, 0.36, 7.20], [-0.67, 0.74, 6.35], [-0.70, 0.29, 5.03], [0.31, -0.55, 4.56], [2.14, -1.59, 5.04], [2.19, -0.79, 7.39], [0.40, 0.71, 8.22], [-1.46, 1.39, 6.72], [-1.51, 0.58, 4.37], [0.29, -0.90, 3.53], [-5.99, 1.31, 3.46], [-6.33, 2.65, 3.26], [-5.40, 3.54, 2.72], [-4.13, 3.09, 2.36], [-3.79, 1.75, 2.55], [-4.71, 0.86, 3.10], [-6.71, 0.62, 3.89], [-7.32, 3.00, 3.54], [-5.67, 4.58, 2.57], [-3.41, 3.77, 1.93], [-2.80, 1.39, 2.26], [-4.45, -0.18, 3.25], [-3.49, -0.09, -2.18], [-3.71, -0.09, -3.56], [-4.75, 0.68, -4.09], [-5.55, 1.45, -3.25], [-5.32, 1.45, -1.88], [-4.29, 0.68, -1.34], [-2.68, -0.69, -1.77], [-3.09, -0.68, -4.22], [-4.93, 0.68, -5.17], [-6.35, 2.05, -3.67], [-5.95, 2.06, -1.22], [-4.12, 0.67, -0.27], [-7.48, -5.85, -2.86], [-6.46, -5.59, -3.77], [-5.60, -4.51, -3.57], [-5.76, -3.69, -2.45], [-6.77, -3.95, -1.53], [-7.64, -5.03, -1.74], [-8.16, -6.68, -3.01], [-6.34, -6.23, -4.64], [-4.81, -4.30, -4.29], [-5.08, -2.86, -2.29], [-6.89, -3.32, -0.66], [-8.43, -5.23, -1.02]],
  "mulliken_charge": [-1.00, -0.04, -0.54, -0.10, -0.13, -0.23, -0.55, -0.27, -0.41, -0.08, -0.51, 0.87, -0.53, -0.47, 0.54, -0.25, -0.25, 0.64, -0.21, -0.23, 0.55, -0.19, -0.22, -0.20, 0.23, 0.39, 0.27, 0.22, 0.37, 0.42, 0.21, 0.61, 0.40, 0.33, 0.32, 0.08, 0.33, 0.04, 0.18, 0.18, 0.19, -0.24, -0.55, -0.38, -0.22, -0.47, -0.61, 0.53, 0.41, 0.45, 0.23, 0.44, 0.40, -0.47, -0.45, -0.34, -0.58, -0.02, -0.46, 0.39, 0.36, 0.37, 0.39, 0.29, 0.53, -0.45, -0.41, -0.52, -0.33, -0.06, -0.55, 0.37, 0.39, 0.38, 0.38, 0.41, 0.41, -0.09, 0.00, -0.65, -0.41, -0.50, -0.70, 0.30, 0.24, 0.38, 0.38, 0.44, 0.62, -0.42, -0.49, -0.50, 0.18, -0.57, -0.35, 0.36, 0.36, 0.31, 0.39, 0.38, 0.36]
}

=====

{
  "formula": "C40H47N8O16",
  "method": "ωB97M-V/def2-TZVPD",
  "total_energy_ha": -3193.086794,
  "homo_energy_ev": -5.972,
  "charge": -1,
  "e_above_lowest_kcal_mol": 104.1,
  "lumo_ev": 0.171,
  "symbols": ["C", "O", "O", "O", "H", "C", "C", "C", "C", "C", "C", "N", "O", "O", "H", "H", "H", "H", "H", "C", "C", "C", "C", "C", "C", "N", "O", "O", "H", "H", "H", "H", "H", "C", "C", "C", "C", "C", "C", "N", "O", "O", "H", "H", "H", "H", "H", "C", "C", "C", "C", "C", "C", "N", "O", "O", "H", "H", "H", "H", "H", "C", "C", "C", "C", "C", "C", "N", "O", "O", "H", "H", "H", "H", "H", "C", "O", "N", "C", "C", "H", "H", "H", "H", "H", "H", "H", "C", "O", "N", "C", "C", "H", "H", "H", "H", "H", "H", "H", "C", "O", "N", "C", "C", "H", "H", "H", "H", "H", "H", "H"],
  "coordinates": [[-0.83, 0.58, -0.44], [-0.24, 1.45, 0.26], [-0.63, -0.70, -0.16], [-1.69, 0.83, -1.30], [-0.14, -0.75, 0.63], [0.28, -2.98, -2.56], [1.19, -3.39, -3.78], [2.27, -4.49, -3.65], [2.41, -5.20, -2.34], [1.71, -4.61, -1.07], [0.59, -3.61, -1.31], [3.28, -6.44, -2.12], [3.39, -6.90, -0.92], [3.79, -6.89, -3.14], [-0.51, -2.29, -2.67], [0.93, -3.01, -4.88], [2.66, -4.79, -4.64], [1.97, -5.05, -0.01], [-0.06, -3.21, -0.42], [-5.49, 1.64, 1.20], [-6.25, 1.38, 2.53], [-5.49, 1.38, 3.85], [-3.89, 1.55, 3.94], [-3.21, 1.89, 2.61], [-4.09, 1.99, 1.29], [-3.23, 1.50, 5.25], [-2.08, 1.94, 5.37], [-3.82, 0.92, 6.15], [-6.09, 1.69, 0.18], [-7.29, 1.26, 2.55], [-6.11, 1.27, 4.92], [-2.05, 2.23, 2.72], [-3.68, 2.12, 0.46], [5.93, -2.08, 3.01], [5.35, -3.53, 2.98], [3.80, -3.71, 3.07], [3.02, -2.46, 2.83], [3.66, -1.04, 3.02], [5.15, -0.90, 3.10], [1.58, -2.63, 2.49], [0.92, -1.65, 2.04], [1.08, -3.74, 2.75], [7.03, -1.75, 3.25], [6.00, -4.37, 2.77], [3.47, -4.89, 3.03], [3.09, -0.12, 2.93], [5.47, 0.09, 3.06], [3.13, 0.09, -0.39], [4.63, 0.40, -0.37], [5.33, 0.85, -1.76], [4.33, 0.85, -3.01], [2.89, 0.33, -2.93], [2.40, -0.02, -1.50], [4.81, 1.22, -4.34], [4.08, 1.93, -5.08], [6.02, 0.88, -4.56], [2.79, 0.10, 0.52], [5.16, 0.52, 0.56], [6.34, 1.04, -1.80], [2.36, 0.31, -3.77], [1.43, -0.34, -1.32], [0.82, 4.83, 3.07], [1.54, 5.74, 4.08], [2.07, 5.01, 5.39], [1.64, 3.54, 5.61], [1.07, 2.68, 4.50], [0.62, 3.43, 3.14], [2.21, 2.94, 6.79], [2.40, 3.67, 7.83], [2.01, 1.76, 6.89], [0.73, 5.16, 1.97], [1.70, 6.78, 3.89], [2.73, 5.46, 6.02], [0.72, 1.76, 4.41], [0.09, 2.93, 2.35], [-1.13, 5.65, -0.36], [-0.94, 6.73, 0.18], [-1.40, 5.48, -1.63], [-1.74, 4.20, -2.11], [-1.28, 6.64, -2.49], [-1.23, 4.69, 0.30], [-2.54, 3.61, -1.53], [-0.83, 3.64, -1.63], [-1.59, 4.15, -3.17], [-0.62, 6.26, -3.37], [-0.61, 7.49, -2.30], [-2.32, 6.86, -3.04], [-4.53, -1.44, -0.47], [-5.51, -0.84, -0.95], [-4.21, -2.69, -0.69], [-2.91, -3.40, -0.21], [-5.08, -3.53, -1.47], [-3.69, -1.06, 0.14], [-3.25, -4.32, 0.28], [-2.11, -2.91, 0.58], [-2.24, -3.55, -1.05], [-5.46, -3.15, -2.25], [-6.02, -3.63, -1.01], [-4.55, -4.62, -1.86], [-1.05, -0.56, -4.54], [-0.16, -0.31, -5.33], [-1.78, -1.72, -4.66], [-2.93, -1.96, -3.61], [-1.65, -2.75, -5.69], [-1.35, -0.13, -3.55], [-3.90, -1.61, -3.82], [-2.65, -1.68, -2.57], [-2.96, -3.11, -3.49], [-0.71, -2.86, -5.90], [-2.20, -2.23, -6.35], [-2.04, -3.73, -5.42]],
  "mulliken_charge": [0.14, -0.57, 0.36, -0.72, -0.03, -0.09, -0.13, -0.77, -0.05, -0.49, 0.55, 0.91, -0.57, -0.56, 0.52, -0.03, 0.39, 0.32, -0.18, -0.24, -0.54, -0.35, 0.03, 0.08, -0.87, 0.90, -0.55, -0.56, 0.24, 0.47, 0.19, 0.12, 0.97, -0.37, -0.53, -0.27, 0.13, -0.51, -0.50, 1.04, -0.64, -0.57, 0.26, 0.39, 0.31, 0.57, 0.57, -0.18, -0.46, -0.91, 0.29, -1.07, 0.07, 0.86, -0.50, -0.55, 0.60, 0.27, 0.53, 0.80, 0.25, -0.35, -0.63, -0.58, -0.15, -0.67, 0.23, 0.88, -0.58, -0.54, 0.19, 0.45, 0.52, 1.01, 0.26, 0.32, -0.68, 0.14, -0.66, -0.98, 0.21, 0.08, 0.23, 0.37, 0.33, 0.32, 0.29, 0.38, -0.73, 0.14, -0.66, -1.30, 0.25, 0.50, -0.04, 0.27, 0.56, 0.43, 0.24, 0.35, -0.67, 0.18, -0.28, -1.46, 0.31, 0.40, -0.33, 0.25, 0.56, 0.59, 0.27]
}